# C2H6ClFN2S

A cluster of 2 separate species, C2H6ClFN2S in total (ωB97M-V/def2-TZVPD, the Open Molecules 2025 dataset).

Results
Max |F| (Eh/bohr): 0.0095
Multiplicity: 1
DFT total energy (Ha): -1147.5769
Energy above the lowest of the compared OMol25 structures with the same formula, charge and spin (kJ/mol): 0.0
SMILES: NC(N)=S.FCCl
Molecular weight (g mol⁻¹): 144.60

Positions of all 13 atoms, in Å:
N  1.694  1.297  -0.474
C  1.544  0.149  0.239
N  0.580  0.200  1.197
S  2.465  -1.210  -0.039
H  2.497  1.332  -1.083
H  1.393  2.176  -0.080
H  -0.169  0.872  1.120
H  0.351  -0.679  1.635
F  -1.834  -1.935  0.254
C  -1.988  -0.886  -0.594
Cl  -3.076  0.323  0.117
H  -2.435  -1.230  -1.529
H  -1.022  -0.407  -0.762



# C2H6ClIOSi

An isolated molecule of C2H6ClIOSi (ωB97M-V/def2-TZVPD, the Open Molecules 2025 dataset).

Results
Max |F| (Eh/bohr): 0.0863
Multiplicity: 1
DFT total energy (Ha): -1202.5241
Energy above the lowest of the compared OMol25 structures with the same formula, charge and spin (kJ/mol): 0.0
SMILES: CO[Si@](C)(Cl)I
Molecular weight (g mol⁻¹): 236.51

Positions of all 12 atoms, in Å:
C  -0.861  -0.427  -1.594
O  0.065  0.615  -1.389
Si  1.144  0.992  0.036
C  0.418  0.652  1.726
Cl  1.474  2.915  -0.357
I  3.247  -0.393  -0.034
H  -1.619  -0.031  -2.316
H  -1.292  -0.593  -0.633
H  -0.233  -1.231  -2.032
H  0.006  1.611  2.123
H  -0.298  -0.046  1.397
H  1.062  0.171  2.430



# C2H6ClN

A cluster of 2 separate species, C2H6ClN in total (ωB97M-V/def2-TZVPD, the Open Molecules 2025 dataset).

Results
Max |F| (Eh/bohr): 0.0997
Multiplicity: 1
DFT total energy (Ha): -594.6998
Energy above the lowest of the compared OMol25 structures with the same formula, charge and spin (kJ/mol): 137.4
SMILES: C=CCl.N
Molecular weight (g mol⁻¹): 79.53

Positions of all 10 atoms, in Å:
C  1.442  -0.591  0.160
C  2.262  0.255  -0.447
Cl  3.960  0.354  0.028
H  0.368  -0.546  -0.005
H  1.768  -1.259  0.984
H  1.861  1.113  -1.071
N  -1.697  0.602  -0.002
H  -1.475  0.461  0.894
H  -1.086  1.425  -0.146
H  -2.751  0.879  -0.055



# C2H6ClN2O4

A cluster of 3 separate species, C2H6ClN2O4 in total (ωB97M-V/def2-TZVPD, the Open Molecules 2025 dataset).

Results
Max |F| (Eh/bohr): 0.0372
Multiplicity: 1
DFT total energy (Ha): -950.3701
Energy above the lowest of the compared OMol25 structures with the same formula, charge and spin (kJ/mol): 14.2
Total charge: -1
Molecular weight (g mol⁻¹): 157.53

Positions of all 15 atoms, in Å:
Cl  -1.413  -2.083  1.522
C  1.210  -1.541  -1.155
N  1.255  -1.867  -2.595
O  2.349  -1.748  -3.146
O  0.263  -2.276  -3.158
H  2.182  -1.612  -0.696
H  0.423  -2.147  -0.698
H  0.714  -0.578  -1.016
C  -1.600  1.709  1.402
N  -0.290  2.380  1.730
O  -0.131  2.672  2.896
O  0.550  2.549  0.874
H  -1.327  0.658  1.517
H  -1.890  1.839  0.366
H  -2.296  2.045  2.156



# C2H6ClN3

A cluster of 2 separate species, C2H6ClN3 in total (ωB97M-V/def2-TZVPD, the Open Molecules 2025 dataset).

Results
Max |F| (Eh/bohr): 0.0992
Multiplicity: 1
DFT total energy (Ha): -703.4586
Energy above the lowest of the compared OMol25 structures with the same formula, charge and spin (kJ/mol): 315.2
Total charge: +2
Molecular weight (g mol⁻¹): 107.54

Positions of all 12 atoms, in Å:
C  -0.235  0.886  0.769
C  0.042  -0.677  -0.944
N  -0.229  1.237  2.000
N  0.401  -1.611  -1.718
N  0.358  -0.248  0.297
Cl  -1.091  1.167  -2.213
H  -0.515  1.481  -0.110
H  -0.576  2.072  2.325
H  0.265  0.539  2.592
H  0.758  -2.555  -1.404
H  0.139  -1.327  -2.632
H  0.682  -0.964  1.037



# C2H6ClO2PS

A cluster of 2 separate species, C2H6ClO2PS in total (ωB97M-V/def2-TZVPD, the Open Molecules 2025 dataset).

Results
Max |F| (Eh/bohr): 0.0186
Multiplicity: 1
DFT total energy (Ha): -1429.9342
Energy above the lowest of the compared OMol25 structures with the same formula, charge and spin (kJ/mol): 365.3
Molecular weight (g mol⁻¹): 160.56

Positions of all 13 atoms, in Å:
C  -0.738  -1.668  -1.482
C  1.327  1.549  0.219
O  -1.520  -0.509  -1.270
O  0.483  0.678  -0.498
P  -1.121  0.842  -0.539
S  -0.743  -0.146  4.513
Cl  -0.693  -0.131  2.495
H  -0.561  -1.771  -2.556
H  -1.315  -2.521  -1.129
H  0.213  -1.614  -0.957
H  2.081  1.935  -0.469
H  1.812  0.980  1.011
H  0.775  2.376  0.661



# C2H6ClOP

A cluster of 2 separate species, C2H6ClOP in total (ωB97M-V/def2-TZVPD, the Open Molecules 2025 dataset).

Results
Max |F| (Eh/bohr): 0.0603
Multiplicity: 1
DFT total energy (Ha): -956.4566
Energy above the lowest of the compared OMol25 structures with the same formula, charge and spin (kJ/mol): 472.2
SMILES: C=PC.OCl
Molecular weight (g mol⁻¹): 112.50

Positions of all 11 atoms, in Å:
C  0.719  -0.507  -1.403
P  1.001  -1.435  -0.075
C  0.945  -0.003  1.156
H  0.739  0.596  -1.521
H  0.638  -1.118  -2.288
H  1.445  -0.272  2.015
H  -0.055  0.195  1.340
H  1.418  0.806  0.600
O  -2.314  0.736  -0.496
Cl  -3.142  0.731  1.075
H  -1.393  0.270  -0.404



# C2H6ErNO4S2

A structure of composition C2H6ErNO4S2 (ωB97M-V/def2-TZVPD, the Open Molecules 2025 dataset).

Results
Max |F| (Eh/bohr): 0.1542
Multiplicity: 4
DFT total energy (Ha): -2245.9540
Total charge: +2
Molecular weight (g mol⁻¹): 339.47

Positions of all 16 atoms, in Å:
C  -0.529  0.721  -1.799
C  -0.729  0.302  -0.322
S  0.448  -1.070  -0.128
O  -0.125  -2.124  -0.891
O  1.736  -0.516  -0.400
N  0.241  -1.430  1.491
S  0.990  -0.503  2.652
O  0.641  0.857  2.386
O  2.313  -1.011  2.702
H  -0.731  1.751  -1.920
H  0.520  0.552  -2.093
H  -1.185  0.135  -2.469
H  -1.728  -0.096  -0.132
H  -0.496  1.111  0.369
H  0.253  -0.955  3.675
Er  -1.619  2.274  -3.119



Q: The highest multiplicity belongs to which entry?
A: C2H6ErNO4S2